Entry 1:
Entry from OMol25: a cluster of 2 separate species, C21H24N in total at a distorted geometry (ωB97M-V/def2-TZVPD).

## Properties
HOMO-LUMO gap = 5.711 eV
Strongest force on any atom = 2.125 eV/A
Energy relative to the best compared isomer or geometry (same formula, charge and spin) = 2.4836 eV

```
! wB97M-V def2-TZVPD RIJCOSX def2/J DEFGRID3
* xyz 1 1
C -2.75752 -0.32663 2.30678
C -1.41558 0.22920 2.50801
C -1.00767 1.54207 2.75236
C 0.41339 1.56347 2.77504
C 0.83572 0.24773 2.49615
C 2.19772 -0.26815 2.31283
N -0.28393 -0.53406 2.36712
C -0.31980 -1.93844 1.95637
H -3.48189 0.49262 2.38745
H -2.88506 -0.79628 1.31827
H -2.99462 -1.07181 3.07840
H -1.66527 2.39065 2.89189
H 1.05198 2.42631 2.60887
H 2.87785 0.59320 2.25551
H 2.52450 -0.89036 3.15974
H 2.30834 -0.84984 1.38701
H 0.69819 -2.32285 1.84970
H -0.84792 -2.55528 2.69786
H -0.84920 -2.05866 0.99563
C 0.21278 8.27736 4.28049
C 0.37274 6.80196 4.44039
C 1.15473 6.11704 3.50816
C 1.36913 4.75956 3.64588
C 0.83706 4.03163 4.75222
C 1.16899 2.63331 4.81234
C 0.74488 1.69489 5.80839
C 1.50587 0.49568 5.88396
C 1.29116 -0.43091 6.89273
C 0.38609 -0.13375 7.92198
C -0.41412 1.01423 7.82902
C -0.36544 1.82892 6.69257
C 0.09622 4.76356 5.72574
C -0.19169 6.10748 5.51666
H -0.44453 8.69045 5.04971
H 1.19130 8.77009 4.36102
H -0.18732 8.53164 3.29039
H 1.60104 6.67112 2.68483
H 1.99305 4.24475 2.91265
H 2.17936 2.42212 4.41161
H 2.28476 0.32250 5.13719
H 1.85197 -1.36556 6.88977
H 0.29399 -0.81462 8.77245
H -1.08742 1.26430 8.64834
H -1.16737 2.55240 6.49104
H -0.19656 4.29446 6.66570
H -0.82666 6.65786 6.21678
*
```

---

Entry 2:
Entry from OMol25: a structure of composition C7H14Si at a distorted geometry (ωB97M-V/def2-TZVPD).

## Properties
HOMO-LUMO gap (alpha / beta) = 7.209 / 7.107 eV
Strongest force on any atom = 4.228 eV/A
Energy relative to the best compared isomer or geometry (same formula, charge and spin) = 3.3354 eV

```
! wB97M-V def2-TZVPD RIJCOSX def2/J DEFGRID3
* xyz 0 1
C -2.88203 -0.53622 -0.44865
C -2.48555 0.74127 -0.40271
C -2.22990 -0.93132 0.85425
C -1.75342 0.48459 0.81678
C 1.90420 1.99271 0.24120
C 1.03786 -0.36551 -1.78336
C 1.76877 -1.24863 1.08051
Si 1.11958 0.28685 0.03267
H -3.46041 -1.14939 -1.24968
H -2.36233 1.53396 -1.17601
H -2.84930 -1.37545 1.73581
H -1.39525 -1.59982 0.90251
H -1.54865 1.05663 1.72299
H 1.62671 2.61968 -0.76551
H 1.48520 2.66657 0.93155
H 3.00406 2.03270 0.19451
H 0.37276 0.12207 -2.40638
H 2.06506 -0.34999 -2.24661
H 0.78597 -1.40116 -1.78050
H 2.34604 -1.09470 1.99061
H 0.89500 -1.77838 1.34468
H 2.55565 -1.70646 0.41135
*
```

---

Entry 3:
Entry from OMol25: a structure of composition C6H8O2 at a distorted geometry (ωB97M-V/def2-TZVPD).

## Properties
HOMO-LUMO gap = 10.548 eV
Strongest force on any atom = 6.796 eV/A
Energy relative to the best compared isomer or geometry (same formula, charge and spin) = 5.2411 eV

```
! wB97M-V def2-TZVPD RIJCOSX def2/J DEFGRID3
* xyz 0 1
C -0.92762 1.58281 1.67358
C -0.06234 0.67914 0.92250
C 0.00370 0.80883 -0.80230
C -0.62019 -0.58382 0.40583
C 0.43562 -1.45112 -0.37014
C 0.96325 -0.36766 -1.22086
H -1.07035 0.86316 2.51411
H -1.73080 1.40731 1.17503
H -0.59507 2.59028 2.03835
H 0.86055 0.41775 1.40451
H -0.13172 1.76618 -1.18852
H -1.24943 -1.19012 1.06059
H 0.30340 -2.57699 -0.75809
H 1.23563 -0.59926 -2.24776
O -1.30157 0.11076 -0.72533
O 1.75447 -0.94669 -0.23091
*
```

---

Entry 4:
Entry from OMol25: an isolated molecule of C5H8OS at a distorted geometry (ωB97M-V/def2-TZVPD).

## Properties
HOMO-LUMO gap (alpha / beta) = 8.421 / 7.195 eV
Strongest force on any atom = 4.406 eV/A
Energy relative to the best compared isomer or geometry (same formula, charge and spin) = 6.9770 eV

```
! wB97M-V def2-TZVPD RIJCOSX def2/J DEFGRID3
* xyz 0 1
C 0.22075 -2.12583 -0.08113
C -0.93622 0.11526 -0.22230
C -0.02664 2.90387 0.11971
C 0.29985 -0.62377 -0.47945
C 0.94910 -1.17111 0.69518
O -0.14596 1.62198 -2.15699
S -0.93423 1.89877 -0.97127
H -0.86217 -2.47426 -0.02300
H 0.72079 -2.84526 -0.70715
H -1.83432 -0.07276 -0.76832
H -1.36490 0.30491 0.82988
H -0.66517 3.55138 0.61750
H 0.98206 2.71460 0.08069
H 0.86289 -0.34588 -1.25419
H 1.96591 -1.12372 0.91853
*
```

---

Entry 5:
Entry from OMol25: a structure of composition C22H36GeN4O5PdS at a distorted geometry (ωB97M-V/def2-TZVPD).

## Properties
⟨S²⟩ = 8.838
HOMO-LUMO gap (alpha / beta) = 9.650 / 6.397 eV
Strongest force on any atom = 3.695 eV/A
Energy relative to the best compared isomer or geometry (same formula, charge and spin) = 0.5009 eV

```
! wB97M-V def2-TZVPD RIJCOSX def2/J DEFGRID3
* xyz 3 6
Pd -0.96520 -0.31611 0.24864
C 0.88190 2.12165 2.10029
C -0.50285 2.60562 1.71355
C -0.43401 3.42617 0.46048
C -1.15624 3.43699 2.80586
O -1.33178 1.44142 1.48176
Ge -1.98416 0.20671 2.70807
O -2.90396 -0.58799 1.27813
C -4.16595 -0.04569 0.68553
C -5.32253 -0.55185 1.59740
C -4.27516 -0.70615 -0.66668
C -4.22653 1.50030 0.59491
O -0.62083 -0.95838 2.27369
C -0.43017 -2.34914 2.63272
C -1.61258 -2.79121 3.43669
C -0.31050 -3.05450 1.32313
C 0.86210 -2.38573 3.46878
H 1.52138 2.98308 2.30736
H 0.87293 1.50918 3.00761
H 1.28160 1.57411 1.28679
H 0.25008 4.28884 0.49480
H 0.01304 2.94301 -0.43003
H -1.48589 3.78542 0.20009
H -0.40516 4.24248 3.05643
H -2.02797 4.05431 2.52582
H -1.35696 2.90165 3.71275
H -5.44606 -1.67833 1.57407
H -5.13813 -0.16946 2.60079
H -6.24488 -0.20100 1.16675
H -4.47333 -1.77003 -0.48295
H -5.12885 -0.27704 -1.18166
H -3.32060 -0.55630 -1.22258
H -4.42858 1.82253 1.61571
H -3.30071 1.90728 0.19633
H -5.06566 1.87972 0.04182
H -2.49695 -2.55547 2.88404
H -1.72097 -3.85522 3.56298
H -1.59344 -2.31916 4.43196
H -1.25245 -2.94457 0.70849
H 0.51348 -2.58019 0.69965
H -0.10992 -4.10234 1.40598
H 0.68701 -2.13240 4.52294
H 1.27678 -3.44948 3.44875
H 1.61671 -1.71856 2.95215
N 3.62184 -1.47594 -6.69132
C 2.94906 -1.04301 -5.66948
C 2.24445 -1.98395 -4.78078
C 1.62216 -1.45555 -3.71087
C 1.64616 -0.08750 -3.49396
C 2.35167 0.85307 -4.32019
C 3.04237 0.32949 -5.36757
S 0.65235 0.63724 -2.04892
O -0.65153 0.01131 -2.03404
O 0.83857 2.04901 -2.25692
N 1.25483 0.19980 -0.57165
C 2.54719 0.27258 -0.30497
N 3.33297 0.67845 -1.36697
C 4.61847 0.58382 -1.13253
C 5.16271 0.22532 0.13365
C 4.24369 0.00416 1.21629
N 2.95676 0.02007 0.97043
H 3.60358 -2.46398 -6.98179
H 3.97099 -0.81666 -7.35793
H 2.36558 -3.06567 -4.99229
H 0.97445 -2.09451 -3.13446
H 2.27966 1.84439 -4.04821
H 3.67463 1.00227 -5.93967
H 5.27852 1.05085 -1.84813
H 6.23462 0.29040 0.27849
H 4.64618 -0.13966 2.22402
*
```

---

Entry 6:
Entry from OMol25: an isolated molecule of C3H5NO at a distorted geometry (ωB97M-V/def2-TZVPD).

## Properties
Structure (SMILES) = C#CONC
HOMO-LUMO gap = 9.961 eV
Strongest force on any atom = 4.443 eV/A
Energy relative to the best compared isomer or geometry (same formula, charge and spin) = 5.2136 eV

```
! wB97M-V def2-TZVPD RIJCOSX def2/J DEFGRID3
* xyz 0 1
C 3.26777 -0.23299 -0.12393
C 2.17468 0.28102 0.14032
O 1.01866 0.79986 0.29566
N -0.11403 0.47127 -0.58382
C -1.27536 0.40898 0.21512
H 4.31774 -0.66105 -0.23175
H -0.02781 1.14645 -1.24750
H -2.06826 1.08538 -0.15900
H -1.79728 -0.50424 0.07971
H -0.87657 0.65626 1.19416
*
```

---

Entry 7:
Entry from OMol25: a cluster of 4 separate species, C27H64N4O6S2 in total (ωB97M-V/def2-TZVPD).

## Properties
Structure (SMILES) = CCOCC[C@@]1(S)OS(=O)(=O)O[C@@H]1C[C@H](O)CN.CCN(CC)CC.CCN(CC)CC.CCN(CC)CC
HOMO-LUMO gap = 8.201 eV
Strongest force on any atom = 0.758 eV/A
Energy relative to the best compared isomer or geometry (same formula, charge and spin) = 0.0000 eV

```
! wB97M-V def2-TZVPD RIJCOSX def2/J DEFGRID3
* xyz 0 1
C 3.25465 3.11734 -4.44921
C 2.22721 2.05106 -4.77681
O 1.00859 2.34681 -4.09544
C 0.31102 1.30511 -3.45182
C 0.30837 1.47088 -1.92219
C 1.45684 0.80140 -1.12014
S 0.66687 -0.57562 -0.21433
O 2.43583 0.25925 -2.01765
S 3.86589 0.24725 -1.32561
O 3.91415 -0.85737 -0.41724
O 4.87129 0.41738 -2.31858
O 3.66501 1.61132 -0.55786
C 2.26686 1.86906 -0.27008
C 1.96767 2.02862 1.22938
C 2.99462 1.69415 2.32492
O 4.20673 2.41104 2.17997
C 3.28981 0.17957 2.55826
N 4.70395 -0.16309 2.48705
H 2.77927 4.10152 -4.49414
H 3.67552 2.98082 -3.45084
H 4.07338 3.09674 -5.17110
H 2.01952 2.03498 -5.85466
H 2.58030 1.05711 -4.49646
H -0.72962 1.37349 -3.78354
H 0.68730 0.31987 -3.74971
H -0.64074 1.07363 -1.54492
H 0.29680 2.54541 -1.72688
H 1.80419 -1.22929 0.07283
H 2.05638 2.82963 -0.74113
H 1.72865 3.08768 1.38152
H 1.04437 1.47624 1.43816
H 2.49574 2.06356 3.23357
H 4.07818 3.15025 1.58243
H 2.71906 -0.40117 1.82970
H 2.87645 -0.07564 3.53982
H 4.86542 -0.90456 1.82119
H 5.03061 -0.49163 3.38500
C 7.90295 1.04220 2.09855
C 9.21684 1.46473 2.73483
N 9.19311 1.39276 4.18768
C 10.31817 2.05131 4.82557
C 11.71942 1.47355 4.59247
C 8.79584 0.11263 4.74869
C 9.60046 -1.12770 4.33895
H 7.05894 1.59246 2.51413
H 7.93492 1.22687 1.02348
H 7.70343 -0.02165 2.23311
H 9.42134 2.50847 2.47845
H 10.03614 0.87635 2.28992
H 10.11767 2.07986 5.90058
H 10.31212 3.09148 4.48521
H 11.87160 0.53664 5.12744
H 12.47234 2.18071 4.94616
H 11.90857 1.29388 3.53327
H 7.74855 -0.05553 4.48544
H 8.81688 0.21922 5.83670
H 9.76287 -1.15776 3.26035
H 9.05129 -2.03102 4.61235
H 10.57384 -1.17323 4.82554
C -7.01981 -0.87218 1.09437
C -5.72491 -1.24844 0.39071
N -4.59407 -0.43532 0.80258
C -3.44342 -0.56158 -0.07362
C -2.74165 -1.92065 -0.16202
C -4.31439 -0.41769 2.23028
C -4.06207 -1.76138 2.92506
H -7.22332 0.19376 0.98058
H -7.85026 -1.43118 0.65908
H -6.99471 -1.10467 2.15968
H -5.85280 -1.08709 -0.68215
H -5.55173 -2.32920 0.51993
H -2.71388 0.19536 0.23353
H -3.77533 -0.27741 -1.07799
H -2.16636 -2.14400 0.73623
H -2.04195 -1.91460 -0.99960
H -3.44614 -2.73679 -0.32868
H -5.15079 0.07652 2.72966
H -3.45185 0.23770 2.37775
H -4.80836 -2.50494 2.64039
H -4.12487 -1.63369 4.00727
H -3.07901 -2.17080 2.69715
C -11.04857 -1.42347 -5.06287
C -9.57864 -1.34406 -4.68159
N -9.37240 -1.07162 -3.26948
C -8.01180 -0.68440 -2.94301
C -6.89694 -1.71384 -3.16090
C -10.01231 -1.99554 -2.34567
C -9.66744 -3.48489 -2.46951
H -11.57886 -0.52865 -4.73424
H -11.14543 -1.50553 -6.14607
H -11.54024 -2.29296 -4.62502
H -9.11345 -0.51976 -5.22971
H -9.07312 -2.26157 -5.02371
H -8.00455 -0.36575 -1.89603
H -7.77972 0.20721 -3.53371
H -6.92930 -2.51624 -2.42427
H -5.92561 -1.22276 -3.06696
H -6.93796 -2.15999 -4.15549
H -11.09349 -1.88276 -2.45245
H -9.77717 -1.64850 -1.33584
H -9.70363 -3.81881 -3.50786
H -10.39290 -4.07841 -1.91010
H -8.67825 -3.71844 -2.07804
*
```

---

Entry 8:
Entry from OMol25: an isolated molecule of C10H19N3O4 at a distorted geometry (ωB97M-V/def2-TZVPD).

## Properties
Structure (SMILES) = CC(C)[C@H](NC(=O)[C@@H](N)CCC(N)=O)C(=O)O
HOMO-LUMO gap = 9.710 eV
Strongest force on any atom = 4.083 eV/A
Energy relative to the best compared isomer or geometry (same formula, charge and spin) = 2.4163 eV

```
! wB97M-V def2-TZVPD RIJCOSX def2/J DEFGRID3
* xyz 0 1
C 0.80956 1.70931 -2.76449
C 0.66282 1.41164 -1.24373
C 0.88251 2.72911 -0.40608
C 1.50569 0.23539 -0.84309
N 0.83530 -0.63288 0.12657
C -0.14076 -1.46931 -0.28514
O -0.37222 -1.51893 -1.48939
C -0.58215 -2.55771 0.76799
N 0.47138 -3.02985 1.60524
C -1.65825 -1.98633 1.69198
C -2.79028 -1.37994 0.95567
C -2.59153 -0.06697 0.27773
N -2.00716 0.83910 1.14013
O -3.04053 0.03506 -0.84366
C 2.83677 0.82705 -0.31759
O 3.69934 1.18976 -1.10684
O 3.01310 0.96114 1.04768
H 0.83492 0.82019 -3.43031
H 0.05768 2.36324 -3.08247
H 1.79732 2.08868 -3.02317
H -0.36820 1.20375 -1.06652
H -0.05678 3.22163 -0.48778
H 1.64195 3.45204 -0.74198
H 0.90408 2.66502 0.72710
H 1.76678 -0.29579 -1.71591
H 0.80148 -0.17907 1.11141
H -1.19820 -3.22808 0.16716
H 1.07499 -2.21261 1.69415
H 0.99559 -3.57525 0.95777
H -2.07908 -2.82634 2.25044
H -1.24693 -1.20297 2.43373
H -3.61825 -1.31249 1.68462
H -3.25880 -2.02479 0.16376
H -1.80197 1.70972 0.73936
H -1.63853 0.56092 2.03090
H 3.85836 1.47653 1.27476
*
```

---

Question: The lowest energy relative to the best compared isomer or geometry (same formula, charge and spin) belongs to which entry?
Answer: C27H64N4O6S2